[1]
Density functional theory data (wB97M-V/def2-TZVPD) for a 2-piece molecular cluster, C3H3N3O overall.

Output
relative energy (zero: lowest compared OMol25 entry of this formula, charge and spin) = 79.0 kJ/mol
charge = 0
E_LUMO = 0.43 eV

Each line ends with the natural charge from an NBO analysis.
Positions of all 10 atoms, in Å:
N1 -1.27 2.04 -0.76  -0.595
C1 -0.70 1.30 0.02  0.535
C2 -0.19 0.49 0.93  -0.578
C3 -0.37 -0.96 0.80  0.402
O1 -0.95 -1.51 -0.12  -0.548
H1 -0.79 2.32 -1.61  0.401
H2 0.36 0.90 1.77  0.257
H3 0.10 -1.55 1.61  0.121
N2 1.63 -1.45 -1.79  0.016
N3 2.18 -1.57 -0.84  -0.012

[2]
Density functional theory data (wB97M-V/def2-TZVPD) for a 2-piece molecular cluster, CH4O3S overall.

Output
relative energy (zero: lowest compared OMol25 entry of this formula, charge and spin) = 396.4 kJ/mol
charge = 0
E_LUMO (alpha / beta) = -2.48 / -2.31 eV

Each line ends with the natural charge from an NBO analysis.
Positions of all 9 atoms, in Å:
C1 0.69 0.10 -0.22  -0.800
O1 -0.88 -2.10 -0.19  -0.864
O2 -2.21 0.17 0.63  -0.728
O3 0.75 -1.73 1.61  -0.801
S1 -0.29 -1.15 0.70  1.973
H1 1.43 0.46 0.48  0.253
H2 0.04 0.89 -0.56  0.261
H3 1.16 -0.43 -1.04  0.256
H4 -2.80 -0.45 0.20  0.449

[3]
Density functional theory data (wB97M-V/def2-TZVPD) for C5H9NS as an isolated structure.

Output
relative energy (zero: lowest compared OMol25 entry of this formula, charge and spin) = 87.3 kJ/mol
charge = 0
E_LUMO = 0.91 eV

Each line ends with the natural charge from an NBO analysis.
Positions of all 16 atoms, in Å:
C1 -0.13 0.91 0.60  -0.085
C2 -1.13 0.46 -0.43  -0.312
C3 -0.74 -1.05 -0.62  -0.422
C4 0.82 -0.91 -0.75  -0.441
C5 0.94 0.57 -0.44  -0.313
H1 0.47 0.98 2.51  0.370
H2 0.17 -0.54 1.97  0.357
H3 -0.08 2.00 0.56  0.206
H4 -2.16 0.75 -0.32  0.229
H5 -1.00 -1.61 0.29  0.200
H6 -1.28 -1.55 -1.44  0.223
H7 1.41 -1.55 -0.09  0.207
H8 1.06 -1.17 -1.79  0.226
H9 1.93 1.00 -0.25  0.221
N1 -0.13 0.43 1.92  -0.824
S1 -0.15 1.28 -1.71  0.158

[4]
Density functional theory data (wB97M-V/def2-TZVPD) for a 7-piece molecular cluster, C41H74Br12O4 overall.

Output
charge = 0
E_LUMO = -1.61 eV

Each line ends with the Löwdin charge.
Positions of all 131 atoms, in Å:
C1 -2.95 -3.79 2.72  -0.143
C2 -2.19 -2.75 3.78  -0.237
C3 -0.76 -3.40 4.31  -0.212
C4 0.39 -3.10 3.17  -0.212
C5 0.34 -4.19 1.93  -0.205
C6 1.73 -4.01 1.05  -0.215
C7 3.00 -4.69 1.82  -0.210
C8 4.07 -3.63 2.47  -0.229
C9 4.49 -2.38 1.50  -0.194
C10 3.60 -1.07 2.01  -0.226
C11 4.48 0.06 2.80  -0.204
C12 3.86 1.54 2.36  -0.222
C13 4.64 2.04 0.99  -0.207
C14 3.62 2.94 0.05  -0.206
C15 4.38 4.02 -0.91  -0.210
C16 4.79 3.47 -2.40  -0.216
C17 5.43 1.96 -2.43  -0.189
C18 4.24 0.84 -2.57  -0.145
C19 4.35 -0.11 -3.91  -0.010
C20 3.26 -0.13 -4.97  -0.006
C21 1.89 0.78 -4.90  -0.150
O1 0.74 -0.06 -4.41  -0.198
C22 0.03 0.79 -3.41  -0.160
C23 -1.39 0.02 -2.99  -0.157
O2 -1.86 0.37 -1.64  -0.239
C24 -1.49 -0.73 -0.69  -0.213
C25 0.10 -0.62 -0.23  -0.097
C26 3.38 -1.15 -6.29  -0.268
O3 2.25 -1.37 -7.01  -0.058
C27 4.79 -1.88 -6.69  -0.107
C28 5.88 -1.87 -5.68  -0.002
C29 5.61 -1.17 -4.22  -0.165
O4 6.45 -1.53 -3.22  -0.059
H1 -4.09 -3.92 2.96  0.030
H2 -2.37 -4.84 2.70  0.078
H3 -2.82 -3.34 1.62  0.058
H4 -2.91 -2.52 4.68  0.098
H5 -1.94 -1.73 3.25  0.095
H6 -0.83 -4.57 4.41  0.107
H7 -0.49 -2.88 5.34  0.109
H8 0.20 -1.98 2.81  0.094
H9 1.46 -3.11 3.66  0.094
H10 0.31 -5.26 2.41  0.111
H11 -0.56 -4.04 1.19  0.098
H12 1.63 -4.58 0.01  0.118
H13 1.83 -2.87 0.82  0.075
H14 2.55 -5.30 2.74  0.113
H15 3.50 -5.50 1.12  0.114
H16 5.07 -4.24 2.67  0.110
H17 3.74 -3.24 3.55  0.110
H18 5.63 -2.09 1.53  0.108
H19 4.16 -2.66 0.39  0.115
H20 2.77 -1.45 2.76  0.089
H21 3.02 -0.63 1.06  0.100
H22 4.33 -0.10 3.96  0.114
H23 5.63 0.03 2.51  0.115
H24 2.70 1.37 2.20  0.113
H25 4.02 2.28 3.25  0.058
H26 5.55 2.72 1.32  0.096
H27 5.00 1.03 0.45  0.099
H28 2.93 2.17 -0.51  0.091
H29 2.90 3.53 0.80  0.112
H30 3.60 4.91 -1.09  0.113
H31 5.26 4.49 -0.30  0.110
H32 3.89 3.58 -3.18  0.115
H33 5.64 4.20 -2.81  0.115
H34 6.24 1.91 -3.31  0.124
H35 6.06 1.79 -1.43  0.118
H36 3.22 1.40 -2.53  0.081
H37 4.30 0.18 -1.58  0.122
H38 1.60 1.05 -6.02  0.147
H39 2.00 1.79 -4.31  0.116
H40 0.79 0.87 -2.49  0.113
H41 -0.19 1.87 -3.79  0.133
H42 -1.20 -1.13 -3.14  0.137
H43 -2.17 0.36 -3.81  0.139
H44 -1.75 -1.80 -1.14  0.133
H45 -2.12 -0.58 0.30  0.124
H46 0.79 -1.33 -0.89  0.097
H47 0.51 0.50 -0.34  0.081
H48 0.16 -0.87 0.91  0.054
H49 4.90 -2.38 -7.75  0.114
H50 6.91 -2.38 -5.96  0.127
Br1 -5.22 1.76 0.64  0.622
C30 -4.97 1.15 -1.19  -0.687
C31 -6.17 1.49 -2.05  -0.644
Br2 -7.65 0.27 -1.70  0.680
H51 -4.76 0.08 -1.15  0.031
H52 -4.08 1.68 -1.55  0.051
H53 -5.93 1.36 -3.11  0.062
H54 -6.55 2.50 -1.89  0.042
Br3 7.85 -1.28 -9.39  0.607
C32 6.29 -0.64 -10.37  -0.686
C33 5.88 0.74 -9.89  -0.658
Br4 4.94 0.65 -8.19  0.769
H55 5.51 -1.39 -10.25  0.053
H56 6.60 -0.61 -11.41  0.059
H57 5.16 1.19 -10.59  0.060
H58 6.72 1.42 -9.76  0.055
Br5 -9.23 3.54 -0.12  0.609
C34 -9.31 1.94 1.00  -0.727
C35 -10.70 1.73 1.55  -0.677
Br6 -11.07 2.95 3.03  0.636
H59 -8.55 2.06 1.78  0.048
H60 -9.02 1.12 0.34  -0.041
H61 -10.80 0.73 1.98  0.033
H62 -11.49 1.88 0.81  0.057
Br7 5.58 5.03 3.63  0.613
C36 3.76 5.67 3.91  -0.689
C37 3.38 5.61 5.37  -0.693
Br8 2.96 3.79 5.92  0.604
H63 3.11 5.08 3.27  0.046
H64 3.77 6.71 3.56  0.058
H65 2.46 6.18 5.56  0.058
H66 4.17 5.97 6.04  0.053
Br9 -6.93 -3.09 3.91  0.609
C38 -6.91 -1.45 2.86  -0.701
C39 -7.37 -1.70 1.44  -0.696
Br10 -5.97 -2.55 0.39  0.607
H67 -5.90 -1.04 2.92  0.050
H68 -7.60 -0.77 3.37  -0.018
H69 -7.58 -0.76 0.93  -0.020
H70 -8.26 -2.35 1.38  0.059
Br11 -9.94 -0.36 4.87  0.650
C40 -10.13 1.20 6.04  -0.709
C41 -9.44 0.97 7.36  -0.694
Br12 -10.49 -0.19 8.52  0.603
H71 -11.20 1.40 6.13  0.052
H72 -9.65 2.02 5.49  0.021
H73 -9.34 1.92 7.91  0.059
H74 -8.45 0.51 7.27  0.055

[5]
Density functional theory data (wB97M-V/def2-TZVPD) for a 2-piece molecular cluster, C3H8N2O2 overall.

Output
relative energy (zero: lowest compared OMol25 entry of this formula, charge and spin) = 127.3 kJ/mol
charge = 0
E_LUMO = 0.61 eV

Each line ends with the natural charge from an NBO analysis.
Positions of all 15 atoms, in Å:
O1 0.31 1.81 -1.19  -0.545
C1 -0.02 0.79 -0.67  0.891
N1 0.23 -0.55 -1.11  -0.669
C2 -1.03 -1.19 -0.74  -0.258
C3 -1.36 -0.57 0.61  -0.092
O2 -0.82 0.75 0.46  -0.517
H1 1.01 -0.94 -0.58  0.378
H2 -0.96 -2.28 -0.76  0.219
H3 -1.77 -0.87 -1.48  0.203
H4 -0.88 -1.10 1.45  0.179
H5 -2.43 -0.47 0.81  0.203
N2 2.10 1.20 1.02  -1.065
H6 1.87 2.04 0.49  0.376
H7 2.53 0.56 0.37  0.345
H8 1.21 0.82 1.33  0.353

[6]
Density functional theory data (wB97M-V/def2-TZVPD) for a 2-piece molecular cluster, C3H10N2O overall.

Output
relative energy (zero: lowest compared OMol25 entry of this formula, charge and spin) = 123.7 kJ/mol
charge = 0
E_LUMO = 0.92 eV

Each line ends with the natural charge from an NBO analysis.
Positions of all 16 atoms, in Å:
C1 -0.45 1.26 -1.60  -0.419
N1 -0.75 0.13 -0.72  -0.531
C2 -0.38 -1.03 -1.06  0.293
N2 -0.40 -2.11 -0.23  -0.804
H1 -1.30 1.93 -1.53  0.208
H2 -0.25 0.92 -2.62  0.172
H3 0.44 1.75 -1.21  0.202
H4 0.00 -1.26 -2.06  0.137
H5 -0.99 -2.02 0.59  0.395
H6 -0.45 -3.01 -0.67  0.385
C3 1.54 0.75 1.63  -0.252
O1 0.14 0.88 1.79  -0.756
H7 2.02 0.58 2.60  0.172
H8 1.82 -0.08 0.98  0.158
H9 1.98 1.66 1.20  0.152
H10 -0.25 0.46 1.01  0.487

[7]
Density functional theory data (wB97M-V/def2-TZVPD) for C4H11NO3 as an isolated structure.

Output
relative energy (zero: lowest compared OMol25 entry of this formula, charge and spin) = 298.2 kJ/mol
charge = 0
E_LUMO = 0.39 eV

Each line ends with the natural charge from an NBO analysis.
Positions of all 19 atoms, in Å:
H1 1.14 1.14 0.00  0.468
O1 1.25 2.21 0.66  -0.980
N1 0.52 0.07 -0.36  -0.591
H2 1.16 2.75 -0.21  0.460
H3 0.03 0.33 -1.17  0.395
C1 -0.46 -0.36 0.63  -0.136
H4 0.03 -0.64 1.44  0.201
C2 -1.50 0.81 0.67  0.763
O2 -2.59 0.57 0.16  -0.634
O3 -1.15 2.00 1.00  -0.712
H5 0.00 2.26 0.94  0.501
C3 1.62 -0.85 -0.71  -0.449
H6 1.56 -1.97 -0.39  0.227
H7 1.73 -1.01 -1.82  0.220
H8 2.53 -0.30 -0.33  0.219
C4 -1.39 -1.61 0.04  -0.592
H9 -1.30 -1.48 -1.05  0.189
H10 -0.84 -2.50 0.22  0.195
H11 -2.33 -1.42 0.32  0.256

[8]
Density functional theory data (wB97M-V/def2-TZVPD) for a 2-piece molecular cluster, C5H13NO overall.

Output
relative energy (zero: lowest compared OMol25 entry of this formula, charge and spin) = 153.9 kJ/mol
charge = 0
E_LUMO = 0.75 eV

Each line ends with the natural charge from an NBO analysis.
Positions of all 20 atoms, in Å:
C1 -1.68 -0.63 -1.97  -0.602
C2 -0.15 -0.51 -1.77  -0.413
C3 0.34 -0.15 -0.39  -0.108
C4 0.91 1.25 -0.28  -0.639
C5 0.65 -1.15 0.45  0.007
N1 0.99 -0.93 1.81  -0.790
H1 -1.84 -1.30 -2.81  0.206
H2 -2.16 -1.11 -1.12  0.208
H3 -2.13 0.34 -2.20  0.200
H4 0.29 -1.48 -2.00  0.204
H5 0.11 0.25 -2.51  0.198
H6 1.66 1.32 -1.07  0.222
H7 1.36 1.50 0.67  0.191
H8 0.21 2.07 -0.47  0.206
H9 0.60 -2.21 0.24  0.191
H10 1.35 0.00 1.99  0.358
H11 1.76 -1.56 2.04  0.355
O1 -0.89 1.60 1.94  -0.928
H12 -1.10 1.46 1.01  0.474
H13 -0.08 2.11 1.96  0.460